Record 1
Molecular formula: C28H24CrN3O3P
Method: DFT, the ωB97M-V functional and the def2-TZVPD basis

Calculated values
Total charge   0
Energy above the lowest of the compared OMol25 structures with the same formula, charge and spin   29.2 kcal per mole
HOMO-LUMO gap (alpha / beta)   6.8 / 7.5 eV
E_LUMO (alpha / beta)   -0.4 / -0.7 eV
Multiplicity   5

Geometry (Å):
1 Cr -6.848 13.395 2.669
2 C -10.309 12.444 0.107
3 C -9.091 12.516 0.908
4 N -8.558 13.564 1.454
5 N -9.089 14.776 1.276
6 C -8.257 15.659 1.852
7 O -7.116 15.485 2.360
8 C -8.757 17.097 1.817
9 C -8.270 17.956 2.814
10 C -8.786 19.228 2.903
11 C -9.648 19.706 1.957
12 C -10.083 18.868 0.933
13 C -9.657 17.550 0.867
14 C -8.351 11.282 1.224
15 C -8.737 10.020 0.675
16 C -7.951 8.905 1.035
17 C -6.780 9.076 1.730
18 C -6.397 10.382 2.160
19 N -7.175 11.479 1.872
20 H -10.985 11.731 0.634
21 H -10.105 12.097 -0.902
22 H -11.012 13.318 0.147
23 H -7.738 17.486 3.621
24 H -8.400 19.829 3.646
25 H -9.991 20.727 2.050
26 H -10.639 19.357 0.100
27 H -10.054 16.831 0.154
28 H -9.686 9.878 0.158
29 H -8.345 7.950 0.802
30 H -6.123 8.191 1.875
31 H -5.513 10.569 2.727
32 O -4.684 11.502 5.464
33 C -5.425 12.340 4.990
34 O -5.346 12.818 3.777
35 C -6.619 12.920 5.906
36 P -7.760 13.985 4.927
37 C -9.369 13.737 5.691
38 C -10.567 13.738 4.929
39 C -11.802 13.657 5.497
40 C -11.892 13.667 6.890
41 C -10.752 13.676 7.669
42 C -9.494 13.645 7.057
43 C -7.340 15.664 5.411
44 C -5.997 16.071 5.435
45 C -5.587 17.284 5.865
46 C -6.519 18.190 6.375
47 C -7.817 17.743 6.447
48 C -8.256 16.490 5.995
49 H -6.154 13.553 6.694
50 H -7.088 12.101 6.377
51 H -10.402 13.949 3.872
52 H -12.758 13.801 4.963
53 H -12.891 13.563 7.267
54 H -10.760 13.600 8.728
55 H -8.649 13.628 7.691
56 H -5.336 15.459 4.849
57 H -4.516 17.470 5.741
58 H -6.232 19.270 6.565
59 H -8.603 18.484 6.659
60 H -9.365 16.312 6.007

Record 2
Molecular formula: C28H24FeN7OS
Method: DFT, the ωB97M-V functional and the def2-TZVPD basis

Calculated values
Total charge   +1
Energy above the lowest of the compared OMol25 structures with the same formula, charge and spin   2.9 kcal per mole
HOMO-LUMO gap (alpha / beta)   7.1 / 7.1 eV
E_LUMO (alpha / beta)   -2.8 / -2.8 eV
Multiplicity   5

Geometry (Å):
1 Fe -0.478 -0.578 -0.111
2 C 3.904 -0.726 1.451
3 C 4.436 0.442 0.928
4 C 3.691 1.171 0.015
5 C 2.425 0.718 -0.338
6 N 1.912 -0.407 0.178
7 C 2.637 -1.111 1.038
8 C 1.553 1.412 -1.309
9 C 1.734 2.728 -1.718
10 C 0.851 3.266 -2.641
11 C -0.188 2.487 -3.124
12 C -0.313 1.190 -2.648
13 N 0.540 0.675 -1.768
14 C -1.416 0.284 -3.035
15 C -2.044 0.367 -4.270
16 C -3.051 -0.534 -4.575
17 C -3.399 -1.490 -3.635
18 C -2.718 -1.505 -2.428
19 N -1.749 -0.647 -2.131
20 H 4.460 -1.333 2.151
21 H 5.423 0.776 1.219
22 H 4.104 2.067 -0.427
23 H 2.172 -2.018 1.411
24 H 2.538 3.326 -1.315
25 H 0.963 4.289 -2.976
26 H -0.899 2.895 -3.828
27 H -1.733 1.110 -4.992
28 H -3.550 -0.492 -5.533
29 H -4.177 -2.213 -3.830
30 H -2.963 -2.235 -1.665
31 S -1.340 -3.494 3.404
32 C -1.480 -1.919 4.048
33 C -1.273 -0.953 3.105
34 C -0.990 -1.459 1.803
35 C -1.004 -2.826 1.820
36 C -0.743 -3.655 0.658
37 C -0.871 -5.047 0.647
38 C -0.571 -5.742 -0.508
39 C -0.163 -5.041 -1.635
40 C -0.086 -3.663 -1.551
41 N -0.363 -2.981 -0.441
42 H -1.723 -1.783 5.091
43 H -1.347 0.098 3.350
44 H -1.202 -5.560 1.540
45 H -0.655 -6.821 -0.535
46 H 0.086 -5.554 -2.553
47 H 0.210 -3.070 -2.410
48 C 0.297 4.424 3.291
49 N -0.104 3.404 2.345
50 C -1.115 3.566 1.318
51 C -1.085 2.182 0.667
52 O -1.754 1.784 -0.272
53 N -0.166 1.413 1.309
54 C 0.357 2.142 2.286
55 N 1.271 1.651 3.129
56 H 0.178 5.404 2.832
57 H 1.350 4.299 3.541
58 H -0.301 4.394 4.205
59 H -0.856 4.348 0.602
60 H -2.100 3.784 1.735
61 H 1.432 0.657 3.071
62 H 1.444 2.103 4.009

Record 3
Molecular formula: C28H24N2O3
Method: DFT, the ωB97M-V functional and the def2-TZVPD basis

Calculated values
SMILES   CN(Cc1cccc(-c2ccccc2)c1)C(=O)Oc1ccc(-c2ccc(C(N)=O)cc2)cc1
Total charge   0
Energy above the lowest of the compared OMol25 structures with the same formula, charge and spin   0.1 kcal per mole
HOMO-LUMO gap   9.1 eV
E_LUMO   0.5 eV

Geometry (Å):
1 C -1.342 -1.276 -2.581
2 N -0.269 -0.310 -2.529
3 C 0.936 -0.637 -3.269
4 C 1.598 -1.869 -2.702
5 C 1.915 -1.907 -1.349
6 C 2.482 -3.042 -0.799
7 C 2.750 -4.141 -1.594
8 C 2.451 -4.117 -2.954
9 C 2.749 -5.283 -3.801
10 C 3.941 -5.984 -3.638
11 C 4.227 -7.082 -4.427
12 C 3.324 -7.500 -5.391
13 C 2.136 -6.811 -5.561
14 C 1.850 -5.710 -4.775
15 C 1.865 -2.974 -3.493
16 C -0.192 0.635 -1.563
17 O 0.704 1.436 -1.453
18 O -1.267 0.569 -0.727
19 C -1.371 1.488 0.305
20 C -1.290 2.857 0.099
21 C -1.469 3.716 1.167
22 C -1.738 3.231 2.444
23 C -1.967 4.148 3.570
24 C -2.959 3.869 4.509
25 C -3.192 4.719 5.572
26 C -2.437 5.879 5.720
27 C -2.653 6.848 6.831
28 N -3.126 6.312 7.986
29 O -2.430 8.036 6.723
30 C -1.459 6.172 4.772
31 C -1.221 5.316 3.717
32 C -1.805 1.851 2.632
33 C -1.620 0.984 1.575
34 H -2.271 -0.807 -2.267
35 H -1.143 -2.137 -1.937
36 H -1.444 -1.623 -3.609
37 H 1.604 0.224 -3.184
38 H 0.676 -0.787 -4.321
39 H 1.718 -1.044 -0.731
40 H 2.718 -3.069 0.254
41 H 3.178 -5.031 -1.158
42 H 4.656 -5.651 -2.900
43 H 5.157 -7.615 -4.290
44 H 3.547 -8.360 -6.006
45 H 1.426 -7.135 -6.309
46 H 0.912 -5.189 -4.902
47 H 1.639 -2.943 -4.550
48 H -1.086 3.242 -0.888
49 H -1.429 4.782 0.999
50 H -3.572 2.988 4.388
51 H -3.989 4.492 6.265
52 H -3.189 5.321 8.130
53 H -3.248 6.923 8.777
54 H -0.891 7.083 4.886
55 H -0.441 5.545 3.006
56 H -1.980 1.452 3.620
57 H -1.667 -0.085 1.716

Record 4
Molecular formula: C28H24N3O7PSV
Method: DFT, the ωB97M-V functional and the def2-TZVPD basis

Calculated values
Total charge   +1
Energy above the lowest of the compared OMol25 structures with the same formula, charge and spin   0.0 kcal per mole
HOMO-LUMO gap (alpha / beta)   8.2 / 8.5 eV
E_LUMO (alpha / beta)   -3.7 / -3.4 eV
Multiplicity   3

Geometry (Å):
1 V 0.191 0.302 0.231
2 O 0.297 0.192 2.305
3 S 1.782 0.382 2.341
4 O 2.288 1.245 3.346
5 O 2.058 0.786 0.922
6 C 2.455 -1.237 2.545
7 C 3.235 -1.478 3.663
8 C 3.718 -2.759 3.891
9 C 3.404 -3.783 3.011
10 C 2.620 -3.531 1.893
11 C 2.143 -2.251 1.635
12 P 1.154 -1.961 0.131
13 C 2.272 -2.162 -1.269
14 C 1.740 -1.947 -2.542
15 C 2.548 -2.070 -3.659
16 C 3.890 -2.394 -3.512
17 C 4.424 -2.597 -2.249
18 C 3.618 -2.485 -1.125
19 C -0.016 -3.343 0.134
20 C -0.039 -4.318 -0.856
21 C -0.967 -5.351 -0.783
22 C -1.861 -5.413 0.274
23 C -1.839 -4.437 1.265
24 C -0.925 -3.399 1.192
25 H 3.451 -0.667 4.345
26 H 4.329 -2.954 4.761
27 H 3.768 -4.786 3.192
28 H 2.376 -4.340 1.214
29 H 0.702 -1.661 -2.660
30 H 2.134 -1.894 -4.643
31 H 4.522 -2.482 -4.386
32 H 5.471 -2.841 -2.133
33 H 4.048 -2.638 -0.144
34 H 0.664 -4.278 -1.679
35 H -0.982 -6.112 -1.552
36 H -2.573 -6.225 0.331
37 H -2.526 -4.494 2.099
38 H -0.901 -2.641 1.969
39 C -4.729 -1.907 0.494
40 N -4.137 -0.602 0.799
41 C -4.994 0.456 1.351
42 C -2.895 -0.371 0.542
43 N -1.774 -0.192 0.306
44 H -5.505 -1.787 -0.262
45 H -5.167 -2.323 1.400
46 H -3.961 -2.581 0.122
47 H -5.754 0.729 0.619
48 H -4.391 1.324 1.600
49 H -5.476 0.083 2.253
50 O 1.256 2.277 -2.992
51 C 0.843 1.980 -1.911
52 O 0.521 0.731 -1.541
53 C 0.681 2.959 -0.774
54 C 1.655 3.914 -0.507
55 C 1.568 4.688 0.638
56 C 0.507 4.535 1.527
57 C -0.466 3.608 1.225
58 C -0.403 2.821 0.084
59 N -1.607 3.420 2.134
60 O -1.673 4.115 3.114
61 O -2.428 2.573 1.822
62 H 2.488 4.021 -1.189
63 H 2.339 5.414 0.856
64 H 0.433 5.121 2.431
65 H -1.245 2.177 -0.152

Record 5
Molecular formula: C28H24N4O5RhS7
Method: DFT, the ωB97M-V functional and the def2-TZVPD basis

Calculated values
Total charge   +1
HOMO-LUMO gap   6.3 eV
E_LUMO   -3.6 eV

Geometry (Å):
1 Rh -0.019 -0.013 0.618
2 S -2.749 -4.617 5.720
3 N -1.666 -3.433 5.862
4 C -1.548 -2.881 4.666
5 C -0.675 -1.770 4.329
6 C 0.159 -1.110 5.235
7 C 0.928 -0.056 4.797
8 C 0.876 0.317 3.455
9 N 0.102 -0.323 2.592
10 C -0.684 -1.340 3.008
11 C -1.554 -1.937 2.007
12 N -1.494 -1.396 0.769
13 C -2.242 -1.912 -0.194
14 C -3.102 -2.985 0.034
15 C -3.186 -3.533 1.295
16 C -2.391 -3.001 2.313
17 C -2.378 -3.481 3.685
18 N -3.109 -4.478 4.157
19 H 0.179 -1.430 6.268
20 H 1.572 0.486 5.473
21 H 1.457 1.137 3.053
22 H -2.153 -1.441 -1.161
23 H -3.695 -3.369 -0.782
24 H -3.846 -4.362 1.510
25 O 1.747 -1.235 0.411
26 C 2.421 -0.157 0.365
27 O 1.770 0.951 0.424
28 C 3.879 -0.142 0.216
29 C 4.573 -1.345 0.179
30 C 5.961 -1.371 0.033
31 C 6.591 -0.155 -0.079
32 O 7.914 0.082 -0.230
33 C 8.071 1.506 -0.291
34 O 6.769 2.086 -0.178
35 C 5.897 1.049 -0.046
36 C 4.541 1.098 0.104
37 H 4.017 -2.268 0.264
38 H 6.518 -2.296 0.007
39 H 8.510 1.778 -1.251
40 H 8.691 1.835 0.542
41 H 3.998 2.031 0.145
42 C -4.852 1.451 0.303
43 S -3.809 0.906 -1.078
44 C -2.688 2.248 -1.204
45 C -1.769 2.606 -0.296
46 S -1.335 1.800 1.194
47 S -0.856 4.051 -0.680
48 C -1.524 4.350 -2.255
49 S -0.999 5.517 -3.263
50 S -2.791 3.224 -2.648
51 H -5.841 1.025 0.152
52 H -4.924 2.536 0.285
53 H -4.436 1.125 1.253
54 C -0.031 -0.440 -5.247
55 C -0.571 0.094 -3.930
56 S 0.480 -0.315 -2.534
57 O -0.374 0.280 -1.387
58 C 1.862 0.806 -2.829
59 C 1.540 2.272 -2.596
60 H -0.776 -0.284 -6.026
61 H 0.180 -1.508 -5.193
62 H 0.875 0.078 -5.559
63 H -1.525 -0.367 -3.666
64 H -0.711 1.175 -3.925
65 H 2.173 0.581 -3.851
66 H 2.657 0.457 -2.169
67 H 0.771 2.651 -3.270
68 H 2.440 2.866 -2.762
69 H 1.216 2.427 -1.569

Record 6
Molecular formula: C28H24N6O3RuS
Method: DFT, the ωB97M-V functional and the def2-TZVPD basis

Calculated values
Total charge   +1
Energy above the lowest of the compared OMol25 structures with the same formula, charge and spin   122.6 kcal per mole
HOMO-LUMO gap (alpha / beta)   6.8 / 5.8 eV
E_LUMO (alpha / beta)   -3.6 / -4.6 eV
Multiplicity   2

Geometry (Å):
1 Ru 0.917 -0.118 0.082
2 O 0.986 0.066 2.111
3 C 1.933 -0.406 2.838
4 C 1.796 -0.306 4.255
5 C 2.758 -0.780 5.087
6 C 3.946 -1.385 4.586
7 C 4.124 -1.479 3.249
8 C 3.139 -0.999 2.322
9 C 3.464 -1.091 0.968
10 N 2.686 -0.733 -0.046
11 N 3.228 -0.909 -1.314
12 C 2.336 -0.588 -2.220
13 O 1.134 -0.192 -1.934
14 C 2.697 -0.720 -3.651
15 C 1.700 -0.633 -4.618
16 C 2.024 -0.755 -5.960
17 C 3.343 -0.958 -6.340
18 C 4.340 -1.043 -5.376
19 C 4.020 -0.926 -4.034
20 H 0.896 0.165 4.626
21 H 2.624 -0.691 6.158
22 H 4.695 -1.750 5.274
23 H 5.026 -1.923 2.845
24 H 4.437 -1.474 0.676
25 H 0.677 -0.466 -4.311
26 H 1.247 -0.688 -6.710
27 H 3.596 -1.048 -7.388
28 H 5.369 -1.196 -5.671
29 H 4.790 -0.991 -3.278
30 N -2.532 2.170 0.484
31 C -2.726 3.585 0.471
32 C -4.011 4.081 0.559
33 C -4.227 5.454 0.538
34 C -3.153 6.316 0.413
35 C -1.863 5.808 0.314
36 C -1.639 4.442 0.351
37 S 0.052 3.882 0.269
38 N -0.168 2.180 0.173
39 C -1.315 1.673 0.292
40 C -1.485 -1.006 0.427
41 C -3.103 -2.768 1.236
42 C -2.276 -3.787 1.447
43 C -0.874 -3.924 1.070
44 C -0.050 -2.985 0.627
45 N -0.361 -1.623 0.419
46 H -3.272 1.523 0.733
47 H -4.846 3.396 0.644
48 H -5.235 5.837 0.613
49 H -3.307 7.386 0.391
50 H -1.024 6.485 0.212
51 H -4.127 -2.893 1.578
52 H -2.698 -4.651 1.946
53 H -0.441 -4.908 1.197
54 H 0.987 -3.193 0.413
55 C -3.512 -1.478 -0.871
56 C -2.929 -1.432 0.548
57 N -3.624 -0.379 1.300
58 O -1.190 0.281 0.066
59 H -4.556 -1.790 -0.810
60 H -2.979 -2.203 -1.483
61 H -3.466 -0.498 -1.346
62 H -4.623 -0.557 1.267
63 H -3.357 -0.406 2.280

Record 7
Molecular formula: C28H25AsF12IN3O9S3Sn
Method: DFT, the ωB97M-V functional and the def2-TZVPD basis

Calculated values
Total charge   -1
Energy above the lowest of the compared OMol25 structures with the same formula, charge and spin   0.0 kcal per mole
HOMO-LUMO gap (alpha / beta)   8.5 / 5.8 eV
E_LUMO (alpha / beta)   2.0 / -0.9 eV
Multiplicity   2

Geometry (Å):
1 Sn 0.742 -0.028 -1.624
2 O 0.853 -1.847 0.523
3 C 0.225 -1.162 1.298
4 N 0.270 -1.274 2.659
5 C -0.406 -0.248 3.381
6 C -1.249 0.484 1.826
7 O -2.065 1.291 2.094
8 N -0.631 -0.137 0.897
9 C -1.500 -0.755 4.255
10 C -1.503 -0.533 5.629
11 C -2.504 -1.077 6.421
12 C -3.515 -1.830 5.847
13 C -3.518 -2.057 4.476
14 C -2.513 -1.532 3.687
15 C 0.393 0.918 3.775
16 C -0.218 2.015 4.406
17 C 0.525 3.132 4.722
18 C 1.877 3.187 4.391
19 C 2.481 2.126 3.736
20 C 1.745 0.997 3.419
21 H 0.960 -1.868 3.089
22 H -0.712 0.048 6.083
23 H -2.491 -0.909 7.490
24 H -4.301 -2.242 6.465
25 H -4.306 -2.640 4.019
26 H -2.521 -1.713 2.618
27 H -1.281 1.994 4.599
28 H 0.047 3.979 5.195
29 H 2.448 4.077 4.620
30 H 3.519 2.180 3.440
31 H 2.222 0.199 2.867
32 I -6.909 -0.368 1.441
33 C -5.239 -0.959 0.332
34 C -4.265 -0.026 0.020
35 C -3.150 -0.434 -0.698
36 C -3.005 -1.754 -1.094
37 C -4.011 -2.669 -0.793
38 C -5.129 -2.282 -0.079
39 C -1.788 -2.256 -1.812
40 O -1.742 -3.425 -2.174
41 O -0.800 -1.437 -2.016
42 H -4.355 1.008 0.321
43 H -2.403 0.299 -0.958
44 H -3.885 -3.694 -1.112
45 H -5.905 -2.994 0.164
46 C -0.439 -0.771 -7.414
47 C 0.611 -0.622 -6.326
48 S -0.084 -0.978 -4.691
49 O 0.824 -0.124 -3.801
50 C 0.439 -2.690 -4.475
51 C 1.909 -2.844 -4.134
52 H -0.021 -0.466 -8.372
53 H -1.311 -0.154 -7.207
54 H -0.776 -1.804 -7.511
55 H 0.975 0.400 -6.235
56 H 1.469 -1.272 -6.492
57 H 0.178 -3.159 -5.428
58 H -0.210 -3.100 -3.700
59 H 2.569 -2.451 -4.907
60 H 2.126 -3.904 -4.002
61 H 2.165 -2.339 -3.200
62 F -0.031 2.452 -0.304
63 As -1.103 3.172 -1.504
64 F -2.458 2.552 -0.606
65 F -1.023 1.591 -2.361
66 F -2.183 3.756 -2.725
67 F 0.274 3.691 -2.413
68 F -1.156 4.662 -0.629
69 F 6.524 -0.612 -1.000
70 C 5.980 -0.198 0.143
71 F 6.374 -1.031 1.112
72 F 6.459 1.015 0.427
73 S 4.106 -0.184 0.036
74 O 3.802 -1.021 -1.092
75 O 3.707 -0.602 1.351
76 N 3.682 1.323 -0.152
77 S 3.808 1.981 -1.601
78 O 5.093 1.836 -2.220
79 O 2.637 1.759 -2.405
80 C 3.667 3.751 -1.082
81 F 2.643 3.956 -0.270
82 F 3.500 4.492 -2.182
83 F 4.787 4.153 -0.473